11 unconnected molecules or ions with the total composition C44H121N11O11 at a distorted geometry, computed with ωB97M-V/def2-TZVPD.

Element x y z (Å)
C (-0.805, 4.161, -0.466)
O (-0.110, 4.638, -1.562)
C (-0.530, 4.040, -2.773)
C (-0.149, 2.585, -2.800)
C (1.343, 2.376, -2.651)
N (-0.647, 1.919, -4.035)
H (-0.305, 3.291, -0.017)
H (-1.846, 3.903, -0.702)
H (-0.832, 4.949, 0.289)
H (-1.615, 4.174, -2.941)
H (-0.050, 4.652, -3.547)
H (-0.660, 2.168, -1.903)
H (1.520, 1.345, -2.333)
H (1.662, 3.041, -1.837)
H (1.930, 2.595, -3.537)
H (-1.652, 1.749, -3.933)
H (-0.237, 0.984, -3.994)
C (-2.157, -2.376, -4.549)
O (-1.529, -3.197, -5.522)
C (-2.351, -3.577, -6.578)
C (-3.045, -4.889, -6.320)
C (-2.031, -5.986, -6.073)
N (-3.946, -5.333, -7.406)
H (-2.355, -1.354, -4.917)
H (-1.533, -2.255, -3.666)
H (-3.120, -2.804, -4.234)
H (-3.112, -2.831, -6.875)
H (-1.711, -3.693, -7.467)
H (-3.653, -4.827, -5.408)
H (-1.485, -5.920, -5.130)
H (-1.255, -5.938, -6.861)
H (-2.430, -6.995, -6.176)
H (-3.411, -5.264, -8.296)
H (-4.621, -4.560, -7.584)
C (2.432, -0.536, -4.428)
O (2.569, -1.205, -5.626)
C (1.623, -0.782, -6.562)
C (1.863, -1.469, -7.893)
C (1.747, -2.971, -7.755)
N (3.176, -1.125, -8.447)
H (2.883, -1.120, -3.620)
H (1.380, -0.436, -4.106)
H (2.888, 0.463, -4.424)
H (0.586, -0.923, -6.198)
H (1.708, 0.314, -6.706)
H (1.093, -1.031, -8.538)
H (2.025, -3.466, -8.680)
H (0.747, -3.238, -7.414)
H (2.440, -3.279, -6.966)
H (3.455, -0.189, -8.138)
H (3.883, -1.694, -7.963)
C (-3.291, 2.087, 2.122)
O (-2.798, 2.121, 3.379)
C (-3.202, 1.003, 4.143)
C (-2.662, 1.089, 5.557)
C (-1.171, 1.181, 5.573)
N (-3.114, -0.016, 6.401)
H (-4.373, 2.338, 2.106)
H (-3.244, 1.127, 1.590)
H (-2.826, 2.871, 1.534)
H (-4.302, 0.860, 4.179)
H (-2.776, 0.086, 3.675)
H (-3.080, 2.003, 5.997)
H (-0.796, 1.204, 6.594)
H (-0.817, 2.092, 5.072)
H (-0.685, 0.382, 5.002)
H (-4.144, 0.018, 6.421)
H (-2.939, -0.924, 5.935)
C (-4.550, -1.399, 2.073)
O (-3.275, -1.684, 2.524)
C (-3.307, -2.314, 3.769)
C (-1.912, -2.428, 4.196)
C (-1.113, -3.407, 3.354)
N (-1.871, -2.680, 5.633)
H (-5.167, -2.321, 2.086)
H (-4.541, -1.090, 1.032)
H (-5.123, -0.707, 2.706)
H (-3.879, -1.660, 4.443)
H (-3.875, -3.255, 3.697)
H (-1.509, -1.420, 4.058)
H (-0.054, -3.374, 3.608)
H (-1.140, -3.061, 2.306)
H (-1.518, -4.416, 3.400)
H (-0.905, -2.638, 5.942)
H (-2.201, -3.622, 5.831)
C (-0.815, -5.303, -1.897)
O (-1.895, -4.434, -1.773)
C (-2.938, -5.051, -1.060)
C (-4.240, -4.264, -1.250)
C (-5.290, -4.885, -0.356)
N (-4.669, -4.333, -2.680)
H (-0.039, -4.770, -2.437)
H (-1.104, -6.184, -2.491)
H (-0.458, -5.679, -0.932)
H (-3.085, -6.103, -1.377)
H (-2.635, -5.159, 0.004)
H (-3.998, -3.233, -0.976)
H (-6.263, -4.449, -0.564)
H (-5.035, -4.703, 0.687)
H (-5.293, -5.960, -0.545)
H (-5.037, -5.278, -2.830)
H (-3.818, -4.291, -3.245)
C (-6.311, 2.626, 0.203)
O (-5.170, 2.729, -0.625)
C (-4.734, 1.483, -1.115)
C (-3.824, 1.690, -2.305)
C (-4.528, 2.427, -3.434)
N (-3.209, 0.434, -2.758)
H (-6.131, 1.935, 1.073)
H (-7.180, 2.151, -0.293)
H (-6.595, 3.575, 0.642)
H (-4.187, 0.915, -0.343)
H (-5.602, 0.861, -1.413)
H (-3.046, 2.367, -1.922)
H (-4.878, 3.392, -3.051)
H (-5.326, 1.828, -3.867)
H (-3.803, 2.743, -4.191)
H (-3.939, -0.253, -2.996)
H (-2.772, -0.037, -1.933)
C (5.007, 7.712, 2.718)
O (4.473, 6.583, 2.156)
C (3.399, 6.103, 2.916)
C (3.140, 4.643, 2.591)
C (2.339, 4.495, 1.306)
N (2.369, 3.977, 3.668)
H (4.272, 8.527, 2.747)
H (5.788, 8.059, 2.039)
H (5.445, 7.503, 3.696)
H (3.717, 6.169, 3.980)
H (2.515, 6.762, 2.849)
H (4.133, 4.192, 2.493)
H (2.889, 4.936, 0.474)
H (1.383, 5.016, 1.422)
H (2.095, 3.457, 1.092)
H (1.445, 4.426, 3.733)
H (2.754, 4.244, 4.589)
C (6.529, -1.003, 7.980)
O (5.341, -0.631, 7.341)
C (5.537, 0.467, 6.500)
C (4.296, 0.699, 5.662)
C (4.041, -0.453, 4.701)
N (4.455, 1.957, 4.943)
H (7.269, -1.385, 7.261)
H (6.341, -1.805, 8.692)
H (6.953, -0.152, 8.541)
H (5.743, 1.358, 7.138)
H (6.436, 0.396, 5.854)
H (3.458, 0.802, 6.377)
H (3.215, -0.307, 4.006)
H (3.934, -1.356, 5.302)
H (4.932, -0.568, 4.067)
H (3.707, 2.150, 4.289)
H (4.630, 2.757, 5.533)
C (4.029, 0.982, -0.885)
O (5.258, 1.389, -0.320)
C (5.431, 0.919, 0.982)
C (6.579, 1.706, 1.603)
C (7.864, 1.628, 0.806)
N (6.829, 1.175, 2.976)
H (3.831, -0.078, -0.665)
H (4.056, 1.125, -1.963)
H (3.200, 1.594, -0.493)
H (4.523, 1.136, 1.571)
H (5.626, -0.161, 0.955)
H (6.239, 2.749, 1.727)
H (8.667, 2.166, 1.320)
H (7.754, 2.111, -0.166)
H (8.183, 0.597, 0.656)
H (6.051, 1.440, 3.609)
H (7.656, 1.628, 3.354)
C (0.603, 1.336, 2.307)
O (0.643, 0.337, 1.276)
C (-0.610, 0.048, 0.832)
C (-0.609, -1.166, -0.036)
C (0.279, -1.001, -1.282)
N (-2.002, -1.308, -0.464)
H (0.203, 0.928, 3.250)
H (0.056, 2.258, 2.064)
H (1.642, 1.638, 2.506)
H (-1.278, -0.194, 1.684)
H (-1.125, 0.887, 0.335)
H (-0.209, -2.010, 0.546)
H (-0.091, -0.165, -1.879)
H (0.349, -1.927, -1.848)
H (1.288, -0.737, -0.938)
H (-2.594, -1.517, 0.346)
H (-2.069, -2.157, -1.040)

## Properties
**Strongest force on any atom**: 2.81 eV Å⁻¹
**ΔE to the lowest compared entry with this formula, charge and spin**: 50.7 kJ/mol
**Frontier orbital gap**: 9.07 eV
**Molecular weight**: 980.52 g/mol
**Total energy**: -86498.7093 eV

Löwdin population analysis, charges in e, atoms 1 to 2: -0.14 -0.18



2 unconnected molecules or ions with the total composition C4H13N2O at a distorted geometry, computed with ωB97M-V/def2-TZVPD.

Element x y z (Å)
C (-1.288, 0.731, 1.805)
C (0.080, 0.056, 1.788)
C (0.843, 0.415, 0.430)
N (-0.140, -2.156, -0.568)
C (-0.467, -0.974, -1.047)
N (-0.120, 0.205, -0.669)
H (-1.447, 1.700, 1.241)
H (-2.211, 0.087, 1.517)
H (-1.437, 0.856, 2.915)
H (-0.117, -1.038, 1.942)
H (0.852, 0.243, 2.636)
H (1.712, -0.209, 0.155)
H (0.899, 1.584, 0.438)
H (-0.353, -3.063, -0.944)
H (0.548, -2.165, 0.202)
H (-1.131, -0.880, -2.025)
H (-0.184, 1.135, -1.250)
H (1.173, 1.828, -2.917)
H (1.819, 0.670, -2.994)
O (0.970, 0.975, -2.653)

## Properties
**Strongest force on any atom**: 9.38 eV Å⁻¹
**ΔE to the lowest compared entry with this formula, charge and spin**: 297.8 kJ/mol
**Frontier orbital gap (spin up / spin down)**: 3.53 / 8.81 eV
**Molecular weight**: 105.16 g/mol
**Spin multiplicity**: 2
**Total energy**: -9381.6036 eV

natural (NBO) population analysis, charges in e, atoms 1 to 2: -0.63 -0.44



- ΔE to the lowest compared entry with this formula, charge and spin of number 2 (C4H13N2O)?
  297.8 kJ/mol